59
Properties=species:S:1:pos:R:3 method="wB97M-V/def2-TZVPD" homo_energy_ha=-0.28822 total_energy_ha=-1682.03325 smiles="Cc1ccc(S(=O)(=O)N2CCN(CC(=O)Nc3ccc4c(c3)CCC4)CC2)cc1C" gap_ev=8.314 lumo_ev=0.47
C 6.16322 -3.34673 -0.11297
C 4.94365 -2.53139 -0.40810
C 3.96551 -2.36338 0.56415
C 2.83029 -1.61113 0.31426
C 2.68330 -1.02599 -0.92621
S 1.23906 -0.05841 -1.31618
O 0.40221 0.03006 -0.14182
O 1.62461 1.17419 -1.93325
N 0.55201 -1.01416 -2.52345
C -0.38365 -0.29531 -3.36616
C -1.66532 0.01769 -2.59752
N -2.23631 -1.20963 -2.07165
C -3.55460 -1.05570 -1.50444
C -3.83693 -0.14442 -0.29377
O -4.99790 0.07285 -0.00630
N -2.77278 0.34537 0.38543
C -2.76965 1.19239 1.50687
C -3.92839 1.63488 2.13527
C -3.84814 2.47191 3.23920
C -2.61200 2.86541 3.70697
C -1.45160 2.42079 3.07677
C -1.51606 1.58689 1.98368
C -0.23629 2.96748 3.76700
C -0.80208 4.11842 4.61453
C -2.27139 3.74691 4.87306
C -1.33739 -2.04718 -1.29585
C -0.01809 -2.25479 -2.04579
C 3.64196 -1.17783 -1.90807
C 4.78258 -1.92893 -1.66393
C 5.82263 -2.08883 -2.72766
H 7.06142 -2.73884 -0.21329
H 6.24797 -4.17651 -0.81342
H 6.12658 -3.74657 0.89653
H 4.09484 -2.82614 1.53147
H 2.06643 -1.46628 1.06159
H 0.10648 0.62596 -3.68062
H -0.59655 -0.92022 -4.23752
H -2.40398 0.45992 -3.27161
H -1.41632 0.76468 -1.82743
H -3.91798 -2.04949 -1.22122
H -4.21960 -0.69380 -2.29677
H -1.83519 0.12622 0.07405
H -4.88804 1.32717 1.75701
H -4.75397 2.81180 3.71966
H -0.61908 1.24298 1.48868
H 0.52953 3.29904 3.06609
H 0.20336 2.19403 4.40353
H -0.24348 4.26795 5.53765
H -0.76048 5.04432 4.03867
H -2.91716 4.62252 4.94205
H -2.37272 3.18185 5.80452
H -1.82774 -3.01722 -1.16470
H -1.10542 -1.65045 -0.29769
H 0.71495 -2.72969 -1.39015
H -0.17954 -2.89220 -2.92011
H 3.48323 -0.69295 -2.85832
H 6.78241 -1.70487 -2.38455
H 5.95819 -3.14057 -2.97706
H 5.53539 -1.55179 -3.62689

***

59
Properties=species:S:1:pos:R:3 method="wB97M-V/def2-TZVPD" homo_energy_ha=-0.30872 total_energy_ha=-1359.09383 smiles="CCOC(=O)C1(Cc2ccc(OC)cc2)CCN(C(=O)CCc2cnccn2)CC1" gap_ev=9.139 lumo_ev=0.74
C -1.31940 3.65206 -1.08939
C -0.47741 2.39031 -1.02874
O -0.71298 1.72973 0.21678
C -0.67272 0.40402 0.23447
O -0.53356 -0.28210 -0.74901
C -0.87135 -0.15219 1.64341
C -2.38314 -0.09846 1.96489
C -3.22884 -0.68722 0.87148
C -3.57966 -2.02775 0.87305
C -4.32844 -2.58120 -0.15271
C -4.74429 -1.78608 -1.21308
O -5.48200 -2.21714 -2.27441
C -5.84709 -3.57382 -2.33151
C -4.40723 -0.43175 -1.21547
C -3.66375 0.10349 -0.18777
C -0.32950 -1.58462 1.67491
C 1.14309 -1.60164 1.21207
N 1.71243 -0.27787 1.31008
C 2.30512 0.42570 0.31518
O 2.61042 1.59644 0.46335
C 2.60227 -0.32637 -0.96998
C 3.45551 0.54305 -1.89353
C 4.75092 0.90026 -1.22890
C 5.29071 2.18644 -1.28307
N 6.43444 2.49425 -0.70004
C 7.05917 1.52606 -0.04391
C 6.53297 0.24545 0.01617
N 5.39037 -0.06465 -0.57591
C 1.40919 0.37638 2.56494
C -0.09525 0.68631 2.66922
H -1.10767 4.18519 -2.01169
H -2.37857 3.40756 -1.06011
H -1.08554 4.29643 -0.24619
H 0.59029 2.63152 -1.06940
H -0.72441 1.70161 -1.84378
H -2.55317 -0.63642 2.90028
H -2.65691 0.94823 2.11348
H -3.27424 -2.66042 1.69463
H -4.57830 -3.62978 -0.11026
H -6.47921 -3.85693 -1.48320
H -6.41342 -3.68834 -3.25452
H -4.96837 -4.22622 -2.36382
H -4.74378 0.17772 -2.03923
H -3.41958 1.15566 -0.20103
H -0.92122 -2.21408 1.01181
H -0.41986 -1.96721 2.69270
H 1.72658 -2.28897 1.83805
H 1.19284 -1.94495 0.18268
H 3.15029 -1.23883 -0.73392
H 1.65997 -0.57937 -1.46076
H 3.66588 -0.01155 -2.81180
H 2.92126 1.45763 -2.15286
H 4.78768 2.98943 -1.80418
H 7.99131 1.79202 0.43505
H 7.02867 -0.55790 0.54549
H 1.72207 -0.29269 3.37311
H 2.00129 1.29096 2.61195
H -0.27927 1.74317 2.48284
H -0.45462 0.44943 3.67214

***

60
Properties=species:S:1:pos:R:3 method="wB97M-V/def2-TZVPD" homo_energy_ha=-0.28908 total_energy_ha=-1757.20744 smiles="COc1ccc(N(CC(=O)NN=C2CCCCCCC2)S(=O)(=O)c2ccccc2)cc1" gap_ev=8.451 lumo_ev=0.58
C -5.27287 -3.15954 -2.13669
O -4.75269 -3.20936 -0.83173
C -3.69583 -2.40034 -0.52444
C -3.09162 -1.50343 -1.39610
C -2.02816 -0.72483 -0.97332
C -1.54377 -0.80862 0.32824
N -0.49422 0.01930 0.73710
C 0.12023 -0.15406 2.02909
C 0.89044 -1.46645 2.12331
O 0.66367 -2.32444 2.95033
N 1.87845 -1.60330 1.20913
N 2.16022 -0.61359 0.33114
C 3.11824 -0.67093 -0.50031
C 4.05706 -1.84671 -0.63417
C 5.38655 -1.62242 -1.35682
C 6.41227 -0.78176 -0.59137
C 6.24502 0.73929 -0.65583
C 5.11100 1.31046 0.20760
C 3.86112 1.69969 -0.57991
C 3.26159 0.53408 -1.37587
S -0.24893 1.48424 -0.04470
O 0.63587 2.26155 0.77241
O 0.11978 1.29929 -1.41876
C -1.88605 2.22095 0.01442
C -2.53711 2.58652 -1.14656
C -3.80742 3.13380 -1.06628
C -4.40755 3.30796 0.17029
C -3.74050 2.94593 1.33044
C -2.47090 2.39916 1.25293
C -2.13807 -1.72951 1.19416
C -3.19325 -2.50915 0.77064
H -5.66396 -2.16524 -2.37742
H -4.52192 -3.44369 -2.88122
H -6.08864 -3.88071 -2.15645
H -3.42939 -1.40111 -2.41517
H -1.55156 -0.06339 -1.67485
H 0.82677 0.67210 2.13328
H -0.61291 -0.12002 2.84394
H 2.40315 -2.47862 1.22980
H 4.28473 -2.23478 0.36564
H 3.50745 -2.63335 -1.16668
H 5.22343 -1.19600 -2.34696
H 5.82610 -2.61276 -1.51057
H 6.42496 -1.09502 0.45574
H 7.39580 -1.01732 -1.00782
H 6.10947 1.04650 -1.69427
H 7.18979 1.17275 -0.31867
H 4.83923 0.58759 0.97890
H 5.46945 2.20472 0.72209
H 4.10157 2.51077 -1.27018
H 3.10003 2.06013 0.11325
H 2.26880 0.83396 -1.71212
H 3.87612 0.30762 -2.24368
H -2.03965 2.44114 -2.09224
H -4.32764 3.42335 -1.96665
H -5.39880 3.73167 0.23178
H -4.20916 3.08923 2.29208
H -1.92566 2.11800 2.13994
H -1.77160 -1.86542 2.19738
H -3.64808 -3.22167 1.44008

***

60
Properties=species:S:1:pos:R:3 method="wB97M-V/def2-TZVPD" homo_energy_ha=-0.30545 total_energy_ha=-1757.23901 smiles="COc1ccc(C(=O)N2CCCN(C)CC2)cc1S(=O)(=O)N1CCCc2ccccc21" gap_ev=8.836 lumo_ev=0.52
C 3.23016 1.64885 1.95882
O 1.85074 1.35548 2.01722
C 1.13744 1.37518 0.86732
C 1.66915 1.59426 -0.40178
C 0.84400 1.58584 -1.51271
C -0.51965 1.35596 -1.39268
C -1.38559 1.41901 -2.61869
O -1.62303 2.47931 -3.16451
N -1.88796 0.24244 -3.05577
C -1.50713 -1.05127 -2.53844
C -0.29391 -1.63947 -3.26457
C -0.44746 -1.62098 -4.79042
N -0.36791 -0.25451 -5.28045
C 0.51829 -0.08223 -6.40766
C -1.64950 0.38067 -5.51753
C -2.59930 0.25112 -4.31643
C -1.05337 1.14641 -0.12720
C -0.23241 1.14467 0.97950
S -0.98449 0.87388 2.59197
O -2.30508 0.36747 2.35667
O -0.86499 2.04831 3.39988
N -0.06017 -0.32257 3.33535
C 0.61997 0.08350 4.55111
C 1.40957 -1.07694 5.13624
C 2.42076 -1.55931 4.10234
C 1.69385 -1.93642 2.84248
C 2.19612 -2.90527 1.98853
C 1.51179 -3.28515 0.84761
C 0.27830 -2.71712 0.57802
C -0.24381 -1.75280 1.41831
C 0.46948 -1.32693 2.53927
H 3.57586 1.65026 2.99135
H 3.41150 2.63404 1.52057
H 3.77454 0.88605 1.39318
H 2.72403 1.77354 -0.53346
H 1.26393 1.76275 -2.49155
H -2.36583 -1.72054 -2.65604
H -1.28534 -0.96592 -1.47378
H 0.59105 -1.05632 -3.00586
H -0.14365 -2.66515 -2.92386
H 0.37169 -2.20217 -5.22153
H -1.38590 -2.11245 -5.08412
H 1.50252 -0.47384 -6.15523
H 0.61589 0.98206 -6.61893
H 0.15999 -0.58418 -7.32113
H -1.44724 1.44053 -5.68919
H -2.15687 -0.02513 -6.41296
H -3.27869 1.10691 -4.31826
H -3.18862 -0.66531 -4.37879
H -2.10913 0.98100 0.02370
H 1.28171 0.92964 4.33783
H -0.15053 0.42842 5.24420
H 1.90884 -0.74985 6.04896
H 0.72791 -1.89222 5.38535
H 3.13966 -0.76151 3.89373
H 2.97982 -2.41873 4.47894
H 3.14364 -3.36811 2.22716
H 1.92544 -4.03448 0.19007
H -0.28780 -3.03490 -0.28482
H -1.22088 -1.33729 1.23728